(1)
The following is a DFT calculation (ωB97M-V/def2-TZVPD) of a 2-piece molecular cluster, C5H14NO overall.

Output
Relative energy (zero: lowest compared OMol25 entry of this formula, charge and spin) = 1.7684 eV
Total charge = +1
Electronic energy = -328.62125 Eh

```
21
Properties=species:S:1:pos:R:3:mulliken_charge:R:1
C 1.665 -0.847 -1.401 -0.662
C 2.080 1.175 -0.010 -0.138
N 2.436 0.136 -0.646 0.025
H 1.620 -1.785 -0.859 0.297
H 2.166 -0.957 -2.365 0.345
H 0.685 -0.446 -1.650 0.251
H 1.028 1.438 0.018 0.219
H 2.849 1.774 0.458 0.310
H 3.432 -0.046 -0.646 0.295
C -1.775 0.471 0.131 -0.626
O -0.938 0.951 -0.939 -0.499
C -1.091 -0.633 0.919 0.143
C -2.031 -1.205 1.981 -1.342
H -2.020 1.300 0.798 0.284
H -2.724 0.082 -0.247 0.461
H -1.538 1.390 -1.548 0.290
H -0.801 -1.412 0.210 0.138
H -0.167 -0.243 1.362 0.148
H -2.793 -1.791 1.472 0.353
H -1.488 -1.819 2.693 0.372
H -2.488 -0.386 2.537 0.339
```


(2)
The following is a DFT calculation (ωB97M-V/def2-TZVPD) of a 2-piece molecular cluster, C5H14NO overall.

Output
Relative energy (zero: lowest compared OMol25 entry of this formula, charge and spin) = 1.4837 eV
Total charge = +1
Electronic energy = -328.63171 Eh

```
21
Properties=species:S:1:pos:R:3:mulliken_charge:R:1
C 1.610 1.270 -0.719 -1.073
C 1.470 0.872 0.751 -0.360
C 1.192 -0.648 0.926 -0.950
C 0.054 -1.114 0.088 0.809
C 0.035 -1.715 -1.080 -1.090
N -1.270 -0.895 0.745 -0.185
H 2.175 2.201 -0.819 0.365
H 2.252 0.632 -1.324 0.289
H 0.611 1.433 -1.117 0.266
H 2.335 1.129 1.304 0.385
H 0.644 1.442 1.188 0.281
H 1.138 -0.843 2.000 0.339
H 2.074 -1.214 0.623 0.359
H -0.894 -2.104 -1.478 0.205
H 0.843 -1.904 -1.763 0.297
H -1.355 -1.318 1.677 0.384
H -1.400 0.085 0.941 0.328
H -2.000 -1.284 0.161 0.334
H -3.227 1.802 -0.102 0.308
H -3.467 0.964 -1.331 0.315
O -2.821 1.207 -0.671 -0.608
```


(3)
The following is a DFT calculation (ωB97M-V/def2-TZVPD) of a 2-piece molecular cluster, C5H14NO overall.

Output
Relative energy (zero: lowest compared OMol25 entry of this formula, charge and spin) = 1.5985 eV
Total charge = +1
Electronic energy = -328.62749 Eh

```
21
Properties=species:S:1:pos:R:3:mulliken_charge:R:1
C 1.611 0.284 -0.562 -0.891
C 0.911 -1.049 -0.360 -0.344
C -0.582 -0.897 -0.072 -0.348
C -1.226 -2.025 0.272 -0.276
C -2.627 -2.170 0.715 -1.190
N 1.358 1.182 0.720 -0.293
H 1.047 0.857 -1.302 0.383
H 2.681 0.201 -0.730 0.424
H 1.537 -1.589 0.355 0.375
H 1.080 -1.506 -1.351 0.348
H -1.052 0.077 -0.157 0.475
H -0.602 -2.913 0.181 0.349
H -3.226 -2.604 -0.088 0.308
H -3.146 -1.232 0.913 0.324
H -2.591 -2.876 1.544 0.321
H 0.352 1.146 0.883 0.324
H 1.614 2.101 0.350 0.365
H 2.060 0.988 1.431 0.344
H -0.111 4.095 -0.342 0.309
H 0.813 3.755 -1.359 0.325
O 0.277 3.285 -0.726 -0.630
```


(4)
The following is a DFT calculation (ωB97M-V/def2-TZVPD) of a 2-piece molecular cluster, C5H14NO overall.

Output
Relative energy (zero: lowest compared OMol25 entry of this formula, charge and spin) = 2.6255 eV
Total charge = +1
Electronic energy = -328.58975 Eh

```
21
Properties=species:S:1:pos:R:3:mulliken_charge:R:1
C -2.043 -1.959 2.353 -0.666
C -0.114 -0.507 1.968 -0.147
N -0.619 -1.664 2.082 -0.014
H -2.144 -2.257 3.425 0.331
H -2.237 -2.813 1.699 0.284
H -2.665 -1.106 2.238 0.299
H -0.779 0.345 1.946 0.315
H 0.965 -0.426 1.812 0.326
H -0.019 -2.445 2.074 0.282
C 0.818 0.412 -2.402 -0.493
O 0.722 0.717 -3.824 -0.489
C 1.020 1.693 -1.655 -0.336
C 0.901 1.457 -0.129 -0.793
H -0.136 -0.090 -2.098 0.298
H 1.615 -0.337 -2.188 0.248
H -0.113 0.308 -4.084 0.313
H 2.047 2.133 -1.833 0.285
H 0.294 2.431 -1.998 0.265
H 1.543 0.614 0.150 0.231
H 1.123 2.343 0.467 0.314
H -0.179 1.149 -0.003 0.148
```


(5)
The following is a DFT calculation (ωB97M-V/def2-TZVPD) of a 2-piece molecular cluster, C5H14NO overall.

Output
Relative energy (zero: lowest compared OMol25 entry of this formula, charge and spin) = 4.8705 eV
Total charge = +1
Electronic energy = -328.50725 Eh

```
21
Properties=species:S:1:pos:R:3:mulliken_charge:R:1
C -1.789 -1.915 -0.603 -1.396
C -1.047 -0.515 -0.263 0.231
C 0.036 0.056 -1.207 -0.821
C 0.521 1.369 -0.631 -0.151
C 0.210 2.435 -1.444 -0.819
N -0.709 -0.252 1.132 -0.117
H -1.358 -2.807 -0.321 0.447
H -2.833 -2.007 -0.130 0.379
H -2.084 -1.864 -1.605 0.393
H -1.911 0.215 -0.492 0.053
H -0.244 0.226 -2.211 0.481
H 0.861 -0.687 -1.227 0.298
H 1.327 1.193 0.039 0.412
H 0.410 3.434 -1.309 0.384
H -0.386 2.094 -2.393 0.148
H -1.503 0.455 1.678 0.465
H 0.080 0.091 1.241 0.150
H -0.790 -1.177 1.729 0.445
H 3.322 -0.099 2.118 0.322
H 2.632 -1.365 2.234 0.225
O 2.482 -0.566 2.203 -0.530
```


(6)
The following is a DFT calculation (ωB97M-V/def2-TZVPD) of a 2-piece molecular cluster, C5H14NO2 overall.

Output
Relative energy (zero: lowest compared OMol25 entry of this formula, charge and spin) = 0.1855 eV
Total charge = -1
Electronic energy = -404.14774 Eh

```
22
Properties=species:S:1:pos:R:3:mulliken_charge:R:1
C -0.817 -2.061 -0.778 -1.503
C -0.612 -0.616 -0.213 0.249
C 0.910 -0.326 -0.168 -0.199
C 1.769 -1.302 0.660 -1.157
N -1.379 0.343 -0.974 -0.460
C -1.505 1.718 -0.371 -0.519
O -0.362 2.425 -0.255 -0.849
H -0.783 -2.762 0.052 0.297
H -1.772 -2.111 -1.299 0.512
H -0.017 -2.263 -1.496 0.238
H -0.967 -0.644 0.822 0.357
H 1.330 -0.336 -1.180 0.300
H 0.927 0.685 0.221 0.021
H 1.414 -2.330 0.576 0.299
H 1.920 -0.901 1.654 0.329
H 2.774 -1.312 0.237 0.327
H -0.877 0.522 -1.837 0.313
H -2.252 2.178 -1.049 0.286
H -1.980 1.560 0.619 0.259
H 0.137 2.537 1.108 0.413
H 1.496 2.396 1.629 0.269
O 0.647 2.599 2.042 -0.783
```


Look up the relative energy (zero: lowest compared OMol25 entry of this formula, charge and spin) of the second one. 1.4837 eV